--- P ---
The following is a DFT calculation (ωB97M-V/def2-TZVPD) of a single C3H3NO3 molecule.

HOMO-LUMO gap   11.06 eV
SMILES   O=C1CC(=O)ON1
Molar mass   101.061 g/mol
Highest occupied orbital energy   -10.5 eV
Net charge   0

Each atom is followed by the atoms it is bonded to, with distances in Å.
CARTESIAN COORDINATES (ANGSTROEM)
1 C 0.54691 -0.75480 0.39557  C2 1.440, N7 1.390, O8 1.251
2 C 0.52957 0.01459 -0.82158  C1 1.440, C3 1.658, H4 1.129, H5 1.102
3 C -0.76896 0.99379 -0.49724  C2 1.658, O9 1.201, O10 1.358
4 H 0.73417 -0.73228 -1.64365  C2 1.129
5 H 1.38729 0.69758 -0.93698  C2 1.102
6 H -0.84568 -0.94900 1.84892  N7 0.976
7 N -0.41800 -0.28329 1.27830  C1 1.390, H6 0.976, O10 1.467
8 O 1.30012 -1.67020 0.79585  C1 1.251
9 O -1.27702 1.81905 -1.20725  C3 1.201
10 O -1.18840 0.86457 0.78806  C3 1.358, N7 1.467

--- Q ---
The following is a DFT calculation (ωB97M-V/def2-TZVPD) of a single C3H3NO3 molecule.

HOMO-LUMO gap   9.79 eV
SMILES   O=COc1co[nH]1
Molar mass   101.061 g/mol
Highest occupied orbital energy   -9.0 eV
Net charge   0

Each atom is followed by the atoms it is bonded to, with distances in Å.
CARTESIAN COORDINATES (ANGSTROEM)
1 N -0.89392 0.63009 -1.45110  C2 1.421, O7 1.451, H8 1.022
2 C -0.27614 0.13117 -0.27312  N1 1.421, O3 1.357, C6 1.332
3 O -0.42057 0.70284 0.94963  C2 1.357, C4 1.353
4 C 0.32777 0.16151 1.93780  O3 1.353, O5 1.198, H9 1.096
5 O 1.00912 -0.81577 1.81404  C4 1.198
6 C 0.27424 -0.89046 -0.92636  C2 1.332, O7 1.399, H10 1.078
7 O -0.21238 -0.43837 -2.15802  N1 1.451, C6 1.399
8 H -0.47595 1.50112 -1.78378  N1 1.022
9 H 0.20618 0.76694 2.84379  C4 1.096
10 H 0.77025 -1.83785 -0.79179  C6 1.078

Which of them is the most stable, and which is the least stable? P and Q, in that order.

--- P ---
The following is a DFT calculation (ωB97M-V/def2-TZVPD) of a single C3H3NO3 molecule.

HOMO-LUMO gap   10.21 eV
Molar mass   101.061 g/mol
Highest occupied orbital energy   -9.8 eV
Net charge   0

Each atom is followed by the atoms it is bonded to, with distances in Å.
CARTESIAN COORDINATES (ANGSTROEM)
1 N 1.16209 -0.19343 -0.64340  C2 1.335, C6 1.442, H8 1.025
2 C 0.40106 -0.00844 0.43767  N1 1.335, O3 1.351
3 O -0.43125 -1.05978 0.60327  C2 1.351, C4 1.391
4 C -1.50891 -0.75932 1.43061  O3 1.391, O5 1.188, H9 1.095
5 O -1.71762 0.28965 1.94867  C4 1.188
6 C 1.10128 1.13482 -1.20260  N1 1.442, O7 1.198, H10 1.095
7 O 0.52571 1.35353 -2.22980  C6 1.198
8 H 1.05143 -0.98849 -1.28001  N1 1.025
9 H -2.15326 -1.64367 1.48136  C4 1.095
10 H 1.56947 1.87513 -0.54577  C6 1.095

--- Q ---
The following is a DFT calculation (ωB97M-V/def2-TZVPD) of a single C3H3NO3 molecule.

HOMO-LUMO gap   10.27 eV
SMILES   O=C[C@@H]1C(=O)N1O
Molar mass   101.061 g/mol
Highest occupied orbital energy   -10.3 eV
Net charge   0

Each atom is followed by the atoms it is bonded to, with distances in Å.
CARTESIAN COORDINATES (ANGSTROEM)
1 C 0.19300 0.10142 -0.66003  C2 1.493, C3 1.519, N4 1.515, H8 1.085
2 C 1.42749 0.52493 0.06595  C1 1.493, O6 1.205, H9 1.107
3 C -1.18452 0.54059 -0.19519  C1 1.519, N4 1.323, O5 1.179
4 N -0.97846 -0.76539 -0.24715  C1 1.515, C3 1.323, O7 1.365
5 O -1.91105 1.44858 -0.00198  C3 1.179
6 O 1.69163 0.61050 1.23875  C2 1.205
7 O -1.01692 -1.78667 0.65811  N4 1.365, H10 0.975
8 H 0.37385 -0.01399 -1.72352  C1 1.085
9 H 2.17617 0.83284 -0.68976  C2 1.107
10 H -0.77121 -1.49282 1.55481  O7 0.975

--- R ---
The following is a DFT calculation (ωB97M-V/def2-TZVPD) of a single C3H3NO3 molecule.

HOMO-LUMO gap   8.90 eV
SMILES   O=c1[nH]c(O)co1
Molar mass   101.061 g/mol
Highest occupied orbital energy   -8.9 eV
Net charge   0

Each atom is followed by the atoms it is bonded to, with distances in Å.
CARTESIAN COORDINATES (ANGSTROEM)
1 C 0.44879 0.17212 -0.55626  C2 1.310, N7 1.419, O8 1.355
2 C 0.39571 -1.13562 -0.61357  C1 1.310, H5 1.051, O9 1.419
3 C -0.95632 -0.51830 1.12612  N7 1.406, O9 1.377, O10 1.251
4 H 1.35468 2.04198 -0.86870  O8 1.061
5 H 0.90327 -1.81032 -1.23936  C2 1.051
6 H -0.73423 1.65099 0.45641  N7 1.218
7 N -0.20844 0.56744 0.63733  C1 1.419, C3 1.406, H6 1.218
8 O 1.21303 1.05781 -1.23927  C1 1.355, H4 1.061
9 O -0.46634 -1.59201 0.41635  C2 1.419, C3 1.377
10 O -1.95016 -0.43408 1.88094  C3 1.251

Which of them is the most stable, and which is the least stable? R and Q, in that order.